Density functional theory data (wB97M-V/def2-TZVPD) for a 2-piece molecular cluster, C6H17NP2 overall.

- F_max (eV/A) = 4.2
- 2S+1 = 1
- energy above the lowest of the compared OMol25 structures with the same formula, charge and spin (kcal/mol) = 14.0
- E_LUMO (eV) = 0.8
- orbital gap (eV) = 8.3166
- highest occupied orbital energy (eV) = -7.49

The geometry in XYZ format:
```
26
Properties=species:S:1:pos:R:3:forces:R:3
C 0.60321 1.80524 -0.21632 1.1774 -0.4286 -1.8393
C 2.24533 -0.22917 -0.30402 -2.4674 0.2494 -0.1012
C 1.08634 0.33380 1.72339 -0.0076 2.9814 1.5115
C -1.05080 -0.19694 -1.77118 0.4771 1.7263 -1.2106
C 0.93394 0.46223 0.27040 -0.3610 -3.7873 -1.7835
C -0.71065 -0.67542 -0.43681 1.8500 0.5369 -0.0709
N -1.71801 -0.48257 0.47847 -0.3895 -1.5696 2.1765
P -0.18988 -2.43344 -0.28605 0.3033 -0.5391 1.1221
P -3.06438 0.58525 0.61496 1.5636 -0.0249 0.0143
H 1.45694 2.38027 0.03649 0.7629 1.3024 0.6918
H -0.29407 2.23635 0.17627 -0.5787 0.2107 0.0628
H 0.69225 1.80342 -1.32392 -0.7464 0.1768 0.5066
H 3.07486 0.44564 -0.22691 0.5926 0.4672 0.0498
H 2.42329 -1.10014 0.38174 0.0160 0.4590 -1.3048
H 2.03327 -0.42848 -1.38087 0.6581 -0.4371 0.7756
H 2.04923 0.78977 2.09560 -0.5113 -0.5087 -0.6386
H 1.01451 -0.60353 2.14338 0.0705 -2.4989 0.5155
H 0.37014 0.91805 2.29023 -0.6019 0.3054 0.0102
H -1.81823 -0.76772 -2.31704 -0.1163 0.1496 0.6038
H -0.13372 -0.35442 -2.38456 -0.5939 0.9389 0.0510
H -1.39802 0.90057 -1.59877 0.6996 -1.6497 -1.1619
H -1.28887 -1.00535 1.26067 -1.6532 0.9606 0.5964
H 0.71050 -2.42548 -1.28795 1.4824 0.0761 -0.9290
H -0.97007 -3.28082 -1.11133 -0.8038 0.4992 0.0225
H -3.70572 -0.09522 1.65806 -0.1656 -0.2036 0.1395
H -2.35142 1.41809 1.51608 -0.6570 0.6077 0.1901
```
Positions in Å, forces in eV/Å.

Density functional theory data (wB97M-V/def2-TZVPD) for a 2-piece molecular cluster, C5H9N overall.

- SMILES = C=CC.CC#N
- F_max (eV/A) = 0.7
- 2S+1 = 1
- energy above the lowest of the compared OMol25 structures with the same formula, charge and spin (kcal/mol) = 25.7
- E_LUMO (eV) = 0.8
- orbital gap (eV) = 10.1284
- highest occupied orbital energy (eV) = -9.37

The geometry in XYZ format:
```
15
Properties=species:S:1:pos:R:3:forces:R:3
C -0.34228 1.59890 0.92722 -0.0632 0.0729 0.1826
C -0.83398 2.15226 -0.16576 -0.0680 0.0772 -0.0335
C -0.76787 1.52432 -1.52012 0.0538 0.0306 -0.0487
H -0.38317 2.08712 1.88593 -0.0387 0.1607 0.1565
H 0.14146 0.63955 0.89545 0.1231 -0.2774 -0.0405
H -1.29450 3.13068 -0.11015 -0.0145 0.1176 0.0732
H -1.54925 1.91038 -2.17157 -0.0409 -0.0708 -0.0664
H -0.85468 0.44277 -1.45072 0.0081 -0.0846 -0.0660
H 0.19514 1.74622 -1.97982 0.0258 0.0125 -0.1345
C 0.71783 -2.90954 0.82774 -0.2974 -0.4950 0.3093
C 1.39964 -1.81451 0.19497 0.1053 0.1286 -0.1366
N 1.93691 -0.93806 -0.30462 0.2771 0.4118 -0.2639
H -0.35615 -2.72152 0.83084 0.0455 -0.0468 0.0599
H 1.07567 -3.01345 1.85194 -0.0956 -0.0435 -0.0128
H 0.91524 -3.83513 0.28866 -0.0205 0.0062 0.0213
```
Positions in Å, forces in eV/Å.

Density functional theory data (wB97M-V/def2-TZVPD) for one molecule with the formula C5H11NO.

- SMILES = CC[C@@H](C)NC=O
- F_max (eV/A) = 1.1
- 2S+1 = 1
- energy above the lowest of the compared OMol25 structures with the same formula, charge and spin (kcal/mol) = 13.2
- E_LUMO (eV) = 0.9
- orbital gap (eV) = 10.4836
- highest occupied orbital energy (eV) = -9.62

The geometry in XYZ format:
```
18
Properties=species:S:1:pos:R:3:forces:R:3
C 0.57835 2.77164 0.16314 -0.4968 -0.1889 0.0397
C -0.21137 1.64727 -0.50416 0.4068 -0.3886 -0.3616
C 0.23078 0.17224 -0.24621 0.2230 0.4444 -0.2177
C 1.41229 0.01286 0.71264 -0.3083 0.5045 0.3124
N -0.91274 -0.60145 0.19337 -0.5452 -0.8414 0.5608
C -0.93432 -1.96129 0.13429 0.0573 0.0162 -0.3077
O -0.23510 -2.64011 -0.58251 0.2631 -0.0320 0.0393
H 1.61468 2.78415 -0.15276 0.1624 0.0986 -0.0722
H 0.10852 3.71924 -0.10793 0.1721 0.0227 0.0138
H 0.54617 2.69099 1.24707 0.0803 0.0116 0.1332
H -1.25907 1.72914 -0.23721 -0.2290 0.1105 0.0563
H -0.15480 1.79756 -1.58573 -0.1817 0.0791 0.0612
H 0.51501 -0.27887 -1.19462 0.0406 0.0642 -0.0873
H 1.88433 -0.96354 0.61293 -0.0115 0.0806 -0.0096
H 1.04997 0.13811 1.73684 0.0680 -0.1400 0.0524
H 2.12952 0.82357 0.56494 0.1725 -0.3686 -0.1608
H -1.56788 -0.24531 0.87408 0.3235 0.4370 0.0003
H -1.67701 -2.41796 0.80825 -0.1969 0.0902 -0.0525
```
Positions in Å, forces in eV/Å.

Density functional theory data (wB97M-V/def2-TZVPD) for a 2-piece molecular cluster, C2H5NO overall.

- SMILES = [NH3+][O-].C#C
- F_max (eV/A) = 3.5
- 2S+1 = 1
- energy above the lowest of the compared OMol25 structures with the same formula, charge and spin (kcal/mol) = 137.7
- E_LUMO (eV) = 0.3
- orbital gap (eV) = 9.2405
- highest occupied orbital energy (eV) = -8.92

The geometry in XYZ format:
```
9
Properties=species:S:1:pos:R:3:forces:R:3
N 2.25362 -1.02418 0.09609 1.8828 -2.7807 -0.9567
O 1.08150 -0.51570 0.39990 -0.7182 0.8286 0.1007
H 2.91763 -1.15413 0.93723 -0.5982 0.8603 -1.4726
H 2.18028 -2.02477 -0.24205 -0.3067 0.3426 0.6157
H 2.75227 -0.69589 -0.80259 -0.3566 0.7528 1.7162
C -3.14584 1.82537 -0.27270 0.6011 -1.3051 0.6122
C -2.49255 0.87982 0.05863 1.2084 -0.5133 -0.1507
H -3.81820 2.58394 -0.41975 -1.0462 1.3544 -0.4313
H -1.72869 0.12555 0.24523 -0.6664 0.4605 -0.0335
```
Positions in Å, forces in eV/Å.

Density functional theory data (wB97M-V/def2-TZVPD) for C4H5InO3 as an isolated structure.

- F_max (eV/A) = 6.1
- 2S+1 = 1
- E_LUMO (spin up / spin down) (eV) = -0.8 / -0.8
- orbital gap (spin up / spin down) (eV) = 6.6488 / 6.6498
- highest occupied orbital energy (spin up / spin down) (eV) = -7.45 / -7.45

The geometry in XYZ format:
```
13
Properties=species:S:1:pos:R:3:forces:R:3
O -0.63510 1.01704 0.43553 1.8198 2.9515 5.0348
C 0.26179 1.77368 0.96233 -2.7686 0.4819 -4.0764
C 1.67228 1.64667 0.46129 0.7880 0.2948 1.7649
O 1.97332 0.40829 -0.04948 2.7846 1.0767 0.7047
In 0.39920 -0.54264 -0.43011 -1.0730 -1.2077 -2.0024
H -0.06323 2.79612 1.23796 0.1238 -0.5187 0.7226
H 2.30835 1.91747 1.33613 0.0919 -0.1662 -0.4523
H 1.82808 2.47602 -0.27097 -0.3875 -0.3115 0.2306
O -0.97902 -1.94636 -0.47378 0.5527 -2.2813 0.1361
C -1.59252 -1.27211 -1.45880 -2.7237 1.7678 -0.7887
C -1.29026 0.03598 -1.68032 -0.4329 -1.9530 -1.4384
H -2.48040 -1.77236 -1.89434 0.4183 0.0128 0.4277
H -2.03583 0.63981 -2.21223 0.8066 -0.1472 -0.2632
```
Positions in Å, forces in eV/Å.

Density functional theory data (wB97M-V/def2-TZVPD) for a 2-piece molecular cluster, C3H7N2S2 overall.

- F_max (eV/A) = 2.5
- 2S+1 = 1
- energy above the lowest of the compared OMol25 structures with the same formula, charge and spin (kcal/mol) = 14.5
- E_LUMO (eV) = -4.9
- orbital gap (eV) = 8.9099
- charge = +1
- highest occupied orbital energy (eV) = -13.78

The geometry in XYZ format:
```
14
Properties=species:S:1:pos:R:3:forces:R:3
C -1.72778 -0.07500 1.92801 -0.7476 1.2752 0.0524
C -1.86667 0.99263 1.11091 -0.1096 -0.6813 -1.8534
C -1.51437 -1.31716 1.32692 0.3117 -0.8415 1.0139
N -1.33482 -2.41904 2.12546 -1.5951 0.0241 0.8617
N -1.37117 1.32980 -3.35148 -1.4079 1.7869 -0.3006
S -1.71400 0.79020 -0.59251 -0.1196 -0.6340 1.2500
S -1.46138 -1.24049 -0.38111 0.3401 -0.5714 -0.2097
H -1.97222 0.08135 2.95688 0.2537 -0.3921 0.6432
H -2.24870 1.96146 1.29990 0.0887 0.8760 0.9396
H -1.41200 -3.38378 1.77913 0.2169 0.8443 -0.1736
H -1.77329 -2.35268 3.10906 1.1867 0.0898 -2.1807
H -0.68173 0.78951 -3.77711 1.4429 -1.4031 -0.9612
H -0.83482 2.01500 -2.83167 0.0197 0.2448 0.0400
H -1.76704 1.87877 -4.14602 0.1194 -0.6178 0.8783
```
Positions in Å, forces in eV/Å.